Version i
ORCA calculation (ωB97M-V with the def2-TZVPD basis set) on HNO2 in the gas phase.

Cartesian coordinates (Å):
O: -0.7285 0.5219 0.8985
N: -0.6106 0.4392 -0.2528
O: 0.3738 -0.4761 -0.7164
H: 0.9653 -0.4850 0.0707

The HOMO-LUMO gap comes out at 10.914 eV. As for the SMILES: O=NO.

natural (NBO) atomic charges, in units of e: -0.28, 0.38, -0.56, 0.45



Version ii
ORCA calculation (ωB97M-V with the def2-TZVPD basis set) on HNO2 in the gas phase.

Cartesian coordinates (Å):
O: 1.4788 -0.3427 -0.0413
N: 0.6335 0.4000 -0.1209
O: -0.6879 -0.3232 -0.1267
H: -1.4243 0.2659 0.2889

The HOMO-LUMO gap comes out at 10.812 eV. As for the SMILES: O=NO.

natural (NBO) atomic charges, in units of e: -0.20, 0.40, -0.66, 0.47



Energy comparison, zero being the most stable, in kcal/mol: version i 0.0; version ii 3.3.



Version i
ORCA calculation (ωB97M-V with the def2-TZVPD basis set) on 2 unconnected molecules or ions with the total composition C7H13N2.

Cartesian coordinates (Å):
C: -3.1633 -0.1372 0.2584
C: -1.9480 -0.2382 0.2833
C: 1.1900 1.1341 -0.7970
C: 1.5023 -0.4100 -0.7493
C: -0.5793 -0.0693 0.0096
C: -0.9895 2.2526 -0.0315
C: 0.2272 -2.2787 0.2273
N: -0.2712 1.1046 -0.6375
N: 0.2660 -1.1189 -0.5647
H: -4.1646 0.0183 0.5257
H: 1.5631 1.6605 0.0410
H: 1.6065 1.5105 -1.7430
H: 1.9281 -0.7234 -1.7530
H: 2.2344 -0.5817 -0.0043
H: 0.3008 0.0805 1.6008
H: -2.1297 2.3744 -0.2929
H: -0.8721 2.1285 1.0215
H: -0.5350 3.1445 -0.4094
H: 0.2561 -1.8374 1.1601
H: -0.7032 -2.9597 0.0724
H: 1.2155 -2.8359 0.0425
H: -0.0334 -1.2430 -1.5357

The HOMO-LUMO gap comes out at 9.081 eV. The net charge is +1.

Here are the natural (NBO) charges for atoms 1 to 4, given in e: -0.07, -0.08, -0.21, -0.24



Version ii
ORCA calculation (ωB97M-V with the def2-TZVPD basis set) on 2 unconnected molecules or ions with the total composition C7H13N2.

Cartesian coordinates (Å):
C: 0.4937 -0.7064 2.0321
C: 1.3052 -1.0465 0.8908
C: -0.8249 -0.3787 1.8154
C: 0.9453 -0.8665 -0.4138
C: -1.2760 -0.1351 0.4816
C: -0.3966 -0.4400 -0.6765
C: 1.9817 -1.2306 -1.4852
N: -0.9580 -0.1886 -1.8668
N: -0.9664 2.6635 0.5141
H: 0.8693 -0.8568 3.0114
H: 2.1808 -1.6357 0.9305
H: -1.4451 0.0121 2.5383
H: -2.4220 -0.3695 0.3029
H: -1.1691 1.1491 0.2643
H: 2.6190 -0.4295 -2.0262
H: 1.5368 -1.8909 -2.3050
H: 2.7716 -1.8083 -0.9502
H: -1.8791 -0.4482 -2.0861
H: -0.5155 -0.3047 -2.7300
H: -0.3186 2.7731 1.3249
H: -1.8787 3.0430 0.8291
H: -0.6533 3.0950 -0.3957

The HOMO-LUMO gap comes out at 8.525 eV. The net charge is +1.

Here are the natural (NBO) charges for atoms 1 to 4, given in e: -0.25, -0.06, -0.08, -0.11



Energy comparison, zero being the most stable, in kcal/mol: version i 110.0; version ii 0.0.



Version i
ORCA calculation (ωB97M-V with the def2-TZVPD basis set) on a gas-phase ion, C7H13N2 (charge +1).

Cartesian coordinates (Å):
C: 2.8168 0.8276 -0.1595
C: 1.5840 0.8544 -0.6425
C: 0.4335 0.7333 0.2313
N: -0.7114 1.2830 -0.1578
C: -1.6568 1.9314 0.6781
C: -1.1793 0.5092 -1.2688
C: -0.8305 -0.8062 -1.2758
N: 0.1651 -1.2141 -0.3462
C: -0.1958 -2.2778 0.5450
H: 3.7779 0.9062 -0.7836
H: 3.0624 0.5821 0.8216
H: 1.4716 0.9295 -1.6519
H: 0.7616 0.8055 1.2276
H: -1.1796 2.9793 1.0543
H: -2.5140 2.0726 0.1923
H: -2.0203 1.4275 1.5016
H: -1.9573 1.0049 -1.9709
H: -1.2498 -1.6128 -1.9159
H: 1.0598 -1.4914 -0.6805
H: -0.0833 -3.2303 0.2047
H: 0.2791 -2.2972 1.4348
H: -1.3197 -2.3572 0.7949

The HOMO-LUMO gap comes out at 9.798 eV. As for the SMILES: C=C/C=[N+](C)\C=C/NC. The net charge is +1.

Here are the natural (NBO) charges for atoms 1 to 4, given in e: -0.28, -0.29, 0.24, -0.39



Version ii
ORCA calculation (ωB97M-V with the def2-TZVPD basis set) on a gas-phase ion, C7H13N2 (charge +1).

Cartesian coordinates (Å):
C: 1.6224 0.0868 1.1000
C: 0.8655 -0.1339 -0.1400
C: 1.0696 -1.6735 -0.4178
C: 1.3609 0.9185 -1.2201
N: -0.5531 -0.0069 0.0321
N: -1.3451 -0.9390 -0.1122
C: -2.6530 -0.4612 0.1442
C: -2.5387 0.9991 0.3535
C: -1.2060 1.2498 0.3391
H: 1.0050 0.8056 1.7787
H: 1.7149 -0.8105 1.6950
H: 2.5607 0.5788 0.9896
H: 0.3681 -1.9967 -1.1380
H: 0.8795 -2.2368 0.4680
H: 2.0814 -1.8084 -0.6467
H: 1.0660 1.9360 -0.8792
H: 2.4899 0.8484 -1.1080
H: 1.0818 0.6703 -2.2772
H: -2.8488 -0.9763 0.9929
H: -3.3281 -0.9230 -0.5614
H: -3.2192 1.7850 0.2620
H: -0.4736 2.0879 0.3455

The HOMO-LUMO gap comes out at 10.370 eV. As for the SMILES: CC(C)(C)[N+]1=NCC=C1. The net charge is +1.

Here are the natural (NBO) charges for atoms 1 to 4, given in e: -0.62, 0.08, -0.59, -0.61



Energy comparison, zero being the most stable, in kcal/mol: version i 28.0; version ii 0.0.



Version i
ORCA calculation (ωB97M-V with the def2-TZVPD basis set) on a molecular structure, C7H13N2.

Cartesian coordinates (Å):
C: 0.6283 1.5461 0.1927
C: 0.1013 -0.5481 1.3790
C: -2.0137 0.5411 0.2323
C: 1.6695 0.5269 -0.5013
C: 0.6933 -1.5833 0.4171
C: -0.5652 -0.1020 -1.0175
C: -0.4910 0.5485 0.3898
N: -1.8160 -0.6435 -0.7196
N: 0.8786 -0.8170 -0.8221
H: 1.0420 1.9694 1.1362
H: 0.3770 2.4316 -0.5993
H: -0.7819 -0.9171 1.9768
H: 0.8456 0.0111 1.8874
H: -2.7424 0.3476 1.1614
H: -2.2948 1.4855 -0.2346
H: 1.9764 0.9171 -1.4666
H: 2.3949 0.2378 0.3141
H: 1.4853 -2.1534 1.0169
H: -0.0810 -2.4310 0.1981
H: -0.2129 0.7159 -1.9907
H: -2.5194 -0.6057 -1.4743
H: 1.4261 -1.4773 -1.4758

The HOMO-LUMO gap comes out at 11.593 eV. The net charge is +1.

Here are the natural (NBO) charges for atoms 1 to 4, given in e: -0.41, -0.42, -0.21, -0.23



Version ii
ORCA calculation (ωB97M-V with the def2-TZVPD basis set) on a gas-phase ion, C7H13N2 (charge +1).

Cartesian coordinates (Å):
C: -1.5459 -0.9733 -1.2475
C: -1.1429 -0.0774 -0.0552
C: 0.3229 -0.0263 -0.0431
N: 1.1262 0.0781 -1.0781
C: 2.5439 0.0745 -0.5685
C: 2.4438 -0.2383 0.9344
N: 0.9870 -0.0874 1.1030
C: -1.8680 1.1411 0.3595
C: -1.8462 -0.0457 1.3283
H: -2.4718 -0.6453 -1.6306
H: -1.6959 -1.9992 -0.9194
H: -0.7912 -1.0950 -2.0422
H: 0.9607 0.2885 -2.0319
H: 2.9593 1.1261 -0.8817
H: 3.1012 -0.7626 -1.0434
H: 2.6767 -1.3758 0.9746
H: 3.0182 0.2293 1.7524
H: 0.5197 -0.2909 1.9744
H: -2.7662 1.5968 -0.1747
H: -1.3482 1.9838 0.6466
H: -1.3507 -0.1513 2.3304
H: -2.8087 -0.5216 1.3104

The HOMO-LUMO gap comes out at 11.313 eV. As for the SMILES: CC1(C2=[NH+]CCN2)CC1. The net charge is +1.

Here are the natural (NBO) charges for atoms 1 to 4, given in e: -0.60, -0.14, 0.59, -0.53



Energy comparison, zero being the most stable, in kcal/mol: version i 65.0; version ii 0.0.



Version i
ORCA calculation (ωB97M-V with the def2-TZVPD basis set) on a molecular structure, CH4N2Si.

Cartesian coordinates (Å):
C: -0.3902 -0.8266 -0.7355
N: 0.3267 -0.8486 0.4698
N: 0.5558 0.1752 -0.6767
Si: 0.3911 0.9361 0.8266
H: -0.0979 -1.6561 -1.5440
H: -1.4067 -0.6037 -0.6668
H: -0.9925 1.2318 1.0988
H: 1.6137 1.5920 1.2277

The HOMO-LUMO gap comes out at 8.889 eV.

Here are the natural (NBO) charges for atoms 1 to 4, given in e: -0.07, -0.60, -0.67, 1.33



Version ii
ORCA calculation (ωB97M-V with the def2-TZVPD basis set) on a molecular structure, CH4N2Si.

Cartesian coordinates (Å):
C: -1.5372 0.9147 0.6959
N: -2.3672 0.7668 1.4340
N: 0.6730 -0.9828 0.0780
Si: 0.3343 0.4915 -0.6940
H: 1.6126 -1.0939 0.4224
H: 0.0108 -1.7139 0.3477
H: 0.1676 -0.0636 -1.9836
H: 1.1060 1.6812 -0.3003

The HOMO-LUMO gap comes out at 10.183 eV.

Here are the natural (NBO) charges for atoms 1 to 4, given in e: -0.09, -0.45, -1.34, 1.36



Energy comparison, zero being the most stable, in kcal/mol: version i 49.7; version ii 0.0.



Version i
ORCA calculation (ωB97M-V with the def2-TZVPD basis set) on C3H7ClO in the gas phase.

Cartesian coordinates (Å):
O: -1.9584 -0.7721 -0.4371
C: -1.1075 0.2672 -0.0168
C: 0.2860 -0.4335 0.3212
C: 1.4481 0.4656 -0.2683
Cl: 2.9471 -0.4819 -0.1392
H: -2.6162 -0.7186 0.2215
H: -1.5313 0.7757 0.9252
H: -0.9447 0.8178 -0.9168
H: 0.3879 -1.4227 -0.0725
H: 0.3399 -0.4885 1.4178
H: 1.2819 0.5415 -1.3649
H: 1.4672 1.4495 0.3300

The HOMO-LUMO gap comes out at 10.839 eV. As for the SMILES: OCCCCl.

Here are the natural (NBO) charges for atoms 1 to 4, given in e: -0.71, -0.07, -0.43, -0.39



Version ii
ORCA calculation (ωB97M-V with the def2-TZVPD basis set) on C3H7ClO in the gas phase.

Cartesian coordinates (Å):
C: 0.6032 -1.1004 0.8810
C: 0.1852 -0.1314 -0.4075
O: -0.7458 -0.8361 -1.0799
C: -0.6227 1.1733 -0.0305
Cl: 0.5118 2.4517 0.4315
H: 1.7030 -0.8599 1.3235
H: -0.0677 -0.9016 1.8814
H: 0.5916 -2.1541 0.3706
H: 0.8429 0.2099 -1.1595
H: -0.7506 -0.5161 -2.1006
H: -1.0764 1.5250 -0.9426
H: -1.1745 1.1396 0.8325

The HOMO-LUMO gap comes out at 10.498 eV. As for the SMILES: C[C@@H](O)CCl.

Here are the natural (NBO) charges for atoms 1 to 4, given in e: -0.67, 0.10, -0.72, -0.37



Energy comparison, zero being the most stable, in kcal/mol: version i 0.0; version ii 23.3.



Version i
ORCA calculation (ωB97M-V with the def2-TZVPD basis set) on a molecular structure, C3H3IS.

Cartesian coordinates (Å):
C: -0.6486 2.0075 -0.0936
C: -1.3216 1.0181 -0.1582
C: 0.7659 -0.9521 0.2716
S: 0.9426 -2.5101 -0.0971
I: 2.5770 0.1095 0.3569
H: 0.0152 2.7649 -0.0268
H: -1.9761 0.1597 -0.3571
H: -0.3545 -2.5976 0.1044

The HOMO-LUMO gap comes out at 7.998 eV.

Here are the natural (NBO) charges for atoms 1 to 4, given in e: -0.24, -0.22, -0.51, 0.25



Version ii
ORCA calculation (ωB97M-V with the def2-TZVPD basis set) on 2 unconnected molecules or ions with the total composition C3H3IS.

Cartesian coordinates (Å):
C: -1.2734 1.3911 -1.4379
C: -1.6357 1.5617 -0.3074
C: 1.2262 -0.9940 0.2119
S: 1.2965 -0.4837 -1.5000
I: -2.9918 1.9951 1.2463
H: 1.4700 -2.0104 0.3504
H: 0.2066 -1.1892 0.6277
H: 1.7015 -0.2706 0.8091

The HOMO-LUMO gap (alpha / beta) comes out at 5.350 / 5.314 eV.

Here are the natural (NBO) charges for atoms 1 to 4, given in e: -0.09, -0.48, -0.84, 0.39



Energy comparison, zero being the most stable, in kcal/mol: version i 0.0; version ii 59.0.